No. 1
{"formula": "C13H13BrN2O3S", "method": "ωB97M-V/def2-TZVPD", "relative_energy_kj_mol": 1194.7, "homo_energy_ev": -7.33, "homo_lumo_gap_ev": 7.02, "fmax_ev_per_a": 15.6, "charge": 0, "elements": ["H", "C", "C", "C", "C", "O", "H", "H", "H", "C", "C", "H", "N", "H", "H", "H", "C", "C", "C", "C", "C", "C", "H", "H", "O", "Br", "C", "H", "H", "S", "O", "N", "H"], "xyz": [[0.878, 3.742, -3.855], [0.894, 2.032, -2.753], [-4.239, -1.921, 3.599], [-1.835, -0.014, 1.454], [2.278, 0.416, -1.271], [3.670, -0.175, 1.374], [-4.868, -1.114, 3.824], [3.234, -0.544, -2.778], [0.147, 2.408, -4.844], [1.045, 2.429, -1.451], [1.675, 1.504, -0.612], [0.315, 2.930, -1.138], [0.884, -1.357, 0.805], [0.180, -2.834, 1.730], [-4.483, -2.729, 3.395], [2.317, -2.888, 0.806], [-1.112, -1.274, 1.850], [0.289, 2.993, -3.677], [1.704, 0.905, -3.194], [0.004, -2.037, 1.359], [-3.233, -1.461, 2.901], [2.446, 0.169, -2.447], [-3.818, -2.098, 4.794], [1.882, 0.909, -4.331], [4.385, -1.576, -0.666], [-4.316, 0.946, 2.044], [-2.975, -0.060, 2.155], [-0.680, 3.187, -3.306], [1.612, 1.456, 0.427], [3.203, -0.674, 0.026], [-1.965, -2.039, 2.714], [1.894, -1.795, 0.143], [-1.411, 0.563, 0.924]], "nbo_charge": [0.21, 0.03, -0.64, -0.24, -0.12, -0.86, 0.26, 0.28, 0.18, -0.21, -0.17, 0.19, -0.23, 0.16, 0.21, 0.31, 0.25, -0.58, -0.17, 0.00, 0.34, -0.28, 0.20, 0.21, -0.90, 0.17, -0.28, 0.22, 0.24, 2.00, -0.41, -0.57, 0.19]}

No. 2
{"formula": "C13H13Cl4CoN3S4", "method": "ωB97M-V/def2-TZVPD", "homo_energy_ev": [-11.09, -11.83], "spin_multiplicity": 5, "s2": 6.06, "homo_lumo_gap_ev": [7.82, 5.53], "fmax_ev_per_a": 0.8, "charge": 1, "elements": ["H", "H", "S", "H", "H", "C", "C", "H", "N", "C", "C", "C", "Cl", "Co", "C", "S", "Cl", "Cl", "H", "H", "H", "S", "H", "Cl", "H", "S", "C", "C", "C", "N", "N", "H", "C", "C", "C", "C", "H", "H"], "xyz": [[0.951, 3.749, 2.018], [0.422, 0.883, 6.496], [0.941, -2.285, 2.931], [1.596, -0.328, 10.431], [-2.000, -1.362, -1.479], [1.632, -2.316, 4.513], [2.204, -2.061, -2.398], [2.110, 1.907, -0.350], [1.017, -0.845, -0.409], [1.798, -1.807, 8.893], [1.468, -0.551, 9.380], [1.350, 2.631, -0.642], [3.016, -0.839, -3.358], [-0.604, 0.061, 0.256], [1.641, -2.108, 7.551], [2.919, -3.245, 4.906], [-1.152, 0.618, -2.502], [3.346, -3.210, -1.729], [1.324, 2.013, 2.233], [2.166, -2.573, 9.564], [1.064, 2.477, -1.680], [-0.137, 2.431, 0.356], [0.693, 1.395, 8.892], [0.950, -2.870, -3.320], [-2.937, 0.082, -1.005], [-1.332, -0.368, 2.428], [0.805, 0.137, 7.175], [-0.155, -1.039, 3.416], [0.966, 0.417, 8.517], [0.932, -1.404, 5.301], [-0.022, -0.707, 4.708], [-0.271, 2.652, 2.708], [1.151, -1.128, 6.697], [-1.943, -0.323, -1.166], [0.546, 2.739, 1.993], [1.539, -1.374, -1.272], [1.727, 3.644, -0.515], [1.876, -3.099, 7.195]], "nbo_charge": [0.24, 0.24, 0.50, 0.23, 0.21, -0.24, -0.25, 0.22, -0.46, -0.20, -0.16, -0.74, 0.12, 1.12, -0.22, 0.17, -0.11, 0.12, 0.22, 0.23, 0.26, 0.24, 0.23, 0.13, 0.22, -0.12, -0.21, -0.17, -0.20, -0.13, -0.21, 0.25, 0.17, -0.85, -0.75, 0.41, 0.24, 0.24]}

No. 3
{"formula": "C13H13Cl5GaN7OS", "method": "ωB97M-V/def2-TZVPD", "homo_energy_ev": -14.57, "homo_lumo_gap_ev": 8.94, "fmax_ev_per_a": 0.4, "charge": 2, "elements": ["Cl", "H", "C", "Cl", "H", "C", "N", "Cl", "S", "C", "H", "H", "H", "C", "H", "C", "O", "C", "H", "C", "N", "H", "H", "C", "C", "H", "Cl", "H", "H", "N", "C", "C", "C", "N", "N", "Cl", "N", "N", "Ga", "H", "C"], "xyz": [[-4.576, -2.701, -1.962], [0.511, -0.485, 5.335], [-2.253, -4.076, -2.179], [1.601, -3.247, -1.433], [-0.484, 4.680, -0.659], [2.139, 1.761, -1.693], [0.928, 2.380, -1.591], [-2.789, -0.270, -1.027], [2.397, 0.067, -1.628], [-0.697, -1.880, -1.401], [1.333, -2.694, 2.493], [-0.684, 4.614, -2.425], [1.352, -2.305, 0.820], [1.120, 3.754, -1.700], [-0.845, 1.719, -2.240], [-0.380, 1.116, 1.732], [-0.826, 2.102, 1.174], [0.561, -0.870, 2.052], [-1.412, 0.799, 3.588], [0.035, 4.753, -1.617], [0.276, -0.457, 3.276], [0.470, 5.744, -1.708], [3.984, 2.708, -1.994], [-2.078, -1.797, -1.483], [-0.862, -4.209, -2.068], [-0.745, 2.054, -0.556], [-0.107, -5.706, -2.391], [-0.250, -1.945, 4.676], [0.165, 1.606, 3.757], [2.378, 3.981, -1.875], [-0.386, 0.836, 3.215], [-0.112, -3.106, -1.674], [0.520, -1.192, 4.510], [2.982, 2.763, -1.868], [1.129, -2.027, 1.765], [-3.196, -5.406, -2.660], [0.202, 0.044, 1.093], [-0.264, 1.670, -1.403], [0.235, -0.268, -0.866], [1.507, -1.653, 4.485], [-2.882, -2.858, -1.872]], "nbo_charge": [0.13, 0.25, -0.05, 0.06, 0.26, 0.25, -0.23, 0.05, -0.08, -0.64, 0.44, 0.25, 0.44, 0.39, 0.44, 0.71, -0.60, 0.68, 0.27, -0.68, -0.34, 0.29, 0.46, 0.07, -0.09, 0.48, 0.13, 0.23, 0.27, -0.19, -0.32, -0.03, -0.43, -0.32, -0.75, 0.14, -0.79, -0.71, 1.48, 0.23, -0.13]}

No. 4
{"formula": "C13H13ClN2O2Pd", "method": "ωB97M-V/def2-TZVPD", "relative_energy_kj_mol": 24.3, "homo_energy_ev": [-14.21, -15.62], "spin_multiplicity": 5, "s2": 6.07, "homo_lumo_gap_ev": [7.03, 4.37], "fmax_ev_per_a": 5.8, "charge": 2, "elements": ["O", "H", "H", "H", "Pd", "C", "H", "H", "H", "H", "N", "H", "C", "C", "C", "C", "N", "H", "C", "Cl", "C", "C", "C", "O", "C", "C", "H", "H", "H", "C", "H", "C"], "xyz": [[3.629, 0.463, 1.343], [2.130, 1.009, -2.284], [-2.391, 2.540, 4.578], [-0.514, 1.069, 4.255], [1.183, -0.528, -0.297], [2.727, -1.176, -2.012], [-0.705, 0.324, -3.993], [-2.849, 2.472, 0.896], [0.834, -0.280, 2.656], [-3.360, 3.156, 3.333], [-2.565, 2.579, 3.582], [-0.214, -2.657, -2.730], [-0.012, -2.371, 0.426], [-1.835, 1.842, 2.717], [1.986, -2.379, -2.351], [0.546, -0.589, -2.569], [-0.250, 0.400, 0.993], [3.795, -1.097, -1.744], [-0.760, 1.059, 3.205], [-1.875, -2.600, -0.240], [2.743, 0.047, 0.719], [-2.096, 1.835, 1.324], [0.629, -2.012, -2.503], [0.482, -3.104, 1.202], [-0.026, 0.295, 2.311], [1.853, -0.048, -2.255], [-1.467, 0.988, -0.580], [-1.540, -0.294, -2.620], [-0.610, 1.187, -2.509], [-1.288, 1.071, 0.489], [2.443, -3.390, -2.421], [-0.623, 0.190, -2.921]], "nbo_charge": [-0.37, 0.27, 0.44, 0.26, 0.60, -0.26, 0.28, 0.26, 0.25, 0.45, -0.48, 0.27, 0.44, 0.21, -0.06, -0.01, -0.40, 0.27, -0.15, -0.12, 0.48, -0.14, -0.24, -0.43, 0.04, -0.24, 0.25, 0.25, 0.22, 0.05, 0.27, -0.67]}